Entry 1:
Entry from the Open Molecules 2025 dataset: a molecular structure, C4H11O3Sc in a non-equilibrium geometry (the ωB97M-V functional and the def2-TZVPD basis).

The calculated total energy is -1144.678921 Ha. As for the HOMO energy: -0.6533 Ha. For the energy above the lowest of the compared OMol25 structures with the same formula, charge and spin, the calculation gives 51.8 kcal per mole. The charge is +2.

Atoms and positions in Å:
C  -2.4469  0.5190  -1.2685
O  -1.2410  2.3324  -1.6619
H  -2.1180  -0.0282  -2.1639
H  -3.1134  -0.1886  -0.7510
H  -3.1964  1.3171  -1.2299
H  -1.1831  2.4070  -2.6146
C  -0.6328  -1.0616  0.5154
C  0.6784  -0.9295  1.2558
O  1.4904  0.1760  0.8486
C  2.8939  -0.0673  0.7715
H  -1.4368  -1.2114  1.2551
H  -0.5606  -1.9052  -0.1913
H  1.2506  -1.8484  1.0714
H  0.4857  -0.7691  2.3248
H  3.3859  0.8695  0.4921
H  3.2705  -0.3973  1.7476
H  3.0814  -0.8447  0.0185
Sc  0.3777  1.5441  -0.2123
O  -0.9855  0.0864  -0.2076

Löwdin atomic charge list, values in e, 6 entries: number 1, C, carries 0.181; number 2, O, carries -0.342; number 3, H, carries 0.115; number 4, H, carries 0.093; number 5, H, carries 0.111; number 6, H, carries 0.017

---

Entry 2:
Entry from the Open Molecules 2025 dataset: a molecular structure, C4H11O3Tm in a non-equilibrium geometry (the ωB97M-V functional and the def2-TZVPD basis).

The calculated total energy is -1469.777954 Ha. As for the HOMO energy (spin up / spin down): -0.2084 / -0.2428 Ha. As for the spin multiplicity: 3. Its expectation value of S² is 2.01.

Atoms and positions in Å:
C  1.5079  0.7709  4.3758
O  0.4439  0.2208  1.9646
C  -0.7499  0.9377  1.9052
C  -1.0566  1.4057  0.4946
O  -0.9539  0.2654  -0.3474
C  -1.2607  0.5143  -1.7032
Tm  0.9737  -1.2224  0.3699
H  2.3761  0.3406  3.8529
H  1.3186  1.8125  4.0802
H  0.6718  0.1004  4.6349
H  -0.7549  1.8446  2.5426
H  -1.6077  0.3432  2.2834
H  -0.3300  2.1696  0.1650
H  -2.0701  1.8352  0.4250
H  -1.0700  -0.4117  -2.2590
H  -2.3175  0.8038  -1.8080
H  -0.6202  1.3139  -2.1091
O  2.1175  1.0961  5.8629
H  2.0345  0.2955  6.3874

Löwdin atomic charge list, values in e, 6 entries: number 1, C, carries -0.042; number 2, O, carries -0.564; number 3, C, carries -0.376; number 4, C, carries -0.228; number 5, O, carries -0.419; number 6, C, carries -0.117

---

Entry 3:
Entry from the Open Molecules 2025 dataset: 3 unconnected molecules or ions with the total composition C4H11O5 in a non-equilibrium geometry (the ωB97M-V functional and the def2-TZVPD basis).

The calculated total energy is -535.244819 Ha. As for the HOMO energy: -0.1559 Ha. For the energy above the lowest of the compared OMol25 structures with the same formula, charge and spin, the calculation gives 20.0 kcal per mole. The charge is -1.

Atoms and positions in Å:
O  0.2292  -0.5867  2.1047
C  -0.5027  0.4249  2.2569
O  -1.0437  0.7462  3.3785
C  -0.4008  1.5183  1.1829
C  -0.1498  0.7188  -0.1699
C  -0.4959  1.5266  -1.4389
O  0.1357  0.9868  -2.5973
H  -1.1435  2.2868  0.9777
H  0.5697  2.0320  1.6511
H  0.9289  0.4708  -0.1890
H  -0.6691  -0.1878  -0.1622
H  -1.5603  1.5107  -1.5356
H  -0.3238  2.6632  -1.3976
H  0.2264  0.0802  -2.5970
H  1.1022  -2.6270  1.1675
H  -0.2940  -2.1241  1.3525
O  0.2338  -2.6862  0.7869
H  1.0643  -2.6904  -2.3111
H  0.8100  -2.1646  -0.8338
O  1.2834  -1.8985  -1.6263

Löwdin atomic charge list, values in e, 6 entries: number 1, O, carries -0.101; number 2, C, carries -0.710; number 3, O, carries -0.118; number 4, C, carries -0.105; number 5, C, carries -0.188; number 6, C, carries -0.270

---

Entry 4:
Entry from the Open Molecules 2025 dataset: 2 unconnected molecules or ions with the total composition C4H11OS in a non-equilibrium geometry (the ωB97M-V functional and the def2-TZVPD basis).

The calculated total energy is -632.354128 Ha. As for the HOMO energy (spin up / spin down): -0.3550 / -0.3449 Ha. As for the spin multiplicity: 2. For the energy above the lowest of the compared OMol25 structures with the same formula, charge and spin, the calculation gives 4.8 kcal per mole. Its expectation value of S² is 0.75.

Atoms and positions in Å:
C  -1.3859  -0.4344  -1.0130
O  -0.6334  0.1724  -2.0854
C  -2.7301  -0.8998  -1.5816
H  -1.4969  0.3154  -0.2102
H  -0.7709  -1.2375  -0.5734
H  -3.1773  -1.6638  -0.9288
H  -2.5078  -1.3776  -2.5367
H  -3.4611  -0.0824  -1.6875
C  2.4540  0.8546  2.1063
C  1.4756  0.3033  1.0938
S  1.9180  0.6489  -0.6408
H  2.4742  1.9535  2.0419
H  3.4846  0.5054  1.9052
H  2.2040  0.5607  3.1471
H  1.4406  -0.7873  1.3230
H  0.4736  0.7364  1.3694
H  0.2390  0.4324  -1.7294

Löwdin atomic charge list, values in e, 6 entries: number 1, C, carries -0.339; number 2, O, carries -0.173; number 3, C, carries -0.087; number 4, H, carries 0.098; number 5, H, carries 0.101; number 6, H, carries 0.070

---

Entry 5:
Entry from the Open Molecules 2025 dataset: 2 unconnected molecules or ions with the total composition C4H11P3 in a non-equilibrium geometry (the ωB97M-V functional and the def2-TZVPD basis).

The calculated total energy is -1182.833977 Ha. As for the HOMO energy (spin up / spin down): -0.2600 / -0.3231 Ha. As for the spin multiplicity: 3. For the energy above the lowest of the compared OMol25 structures with the same formula, charge and spin, the calculation gives 26.7 kcal per mole. Its expectation value of S² is 2.02.

Atoms and positions in Å:
C  0.5595  -2.1216  -0.1967
C  1.4078  -3.0751  -0.8638
C  -0.8540  2.1353  1.4321
C  -0.8601  1.1131  -0.9370
P  -0.3824  -2.1656  1.1355
P  0.9267  0.6677  -1.2443
P  -1.1681  2.7937  -0.2162
H  2.2468  -3.3409  -0.2712
H  0.7844  -4.1276  -1.0392
H  1.9353  -2.8481  -1.7934
H  -0.0513  1.3174  1.4584
H  -1.7133  1.6143  1.7686
H  -0.5639  2.9272  2.2483
H  -1.5217  0.9715  -1.8412
H  -1.2203  0.3475  -0.1954
H  -0.9868  -0.8956  1.1359
H  1.3811  1.2855  0.0232
H  0.0804  3.4013  -0.6035

Löwdin atomic charge list, values in e, 6 entries: number 1, C, carries -0.615; number 2, C, carries -0.259; number 3, C, carries -0.454; number 4, C, carries -0.843; number 5, P, carries 0.801; number 6, P, carries 0.726

---

Entry 6:
Entry from the Open Molecules 2025 dataset: 3 unconnected molecules or ions with the total composition C4H11PS in a non-equilibrium geometry (the ωB97M-V functional and the def2-TZVPD basis).

The calculated total energy is -898.369017 Ha. As for the HOMO energy (spin up / spin down): -0.2975 / -0.2772 Ha. For the energy above the lowest of the compared OMol25 structures with the same formula, charge and spin, the calculation gives 103.9 kcal per mole.

Atoms and positions in Å:
C  -0.1320  1.1363  -1.2865
C  -1.3624  -0.9254  -0.3821
C  -0.2477  0.5131  1.2242
C  -0.2275  0.0999  -0.0930
P  1.4413  -0.9851  -0.3807
S  3.0143  0.1473  0.1206
H  0.6507  1.8223  -1.2065
H  -0.0956  0.4831  -2.1487
H  -1.0001  1.7129  -1.1252
H  -2.2314  -0.3342  -0.2585
H  -1.4630  -1.6787  0.3848
H  -1.4223  -1.3782  -1.3075
H  0.1142  1.4009  1.6127
H  -0.8276  0.0086  1.9689
H  1.0280  -0.4252  1.9734
H  1.2797  -0.8173  -1.7195
H  1.4814  -0.7803  2.6237

Löwdin atomic charge list, values in e, 6 entries: number 1, C, carries -0.072; number 2, C, carries -0.099; number 3, C, carries -0.095; number 4, C, carries -0.734; number 5, P, carries 0.451; number 6, S, carries 0.048

---

Entry 7:
Entry from the Open Molecules 2025 dataset: 2 unconnected molecules or ions with the total composition C4H11PS in a non-equilibrium geometry (the ωB97M-V functional and the def2-TZVPD basis).

The calculated total energy is -898.390002 Ha. As for the HOMO energy: -0.2940 Ha. For the energy above the lowest of the compared OMol25 structures with the same formula, charge and spin, the calculation gives 90.7 kcal per mole.

Atoms and positions in Å:
C  -1.4570  -0.2133  -1.4273
C  0.4323  -1.3542  1.6174
C  -0.9317  0.7018  -0.4068
C  0.4289  0.3740  0.0741
P  1.0862  1.7035  1.2093
S  1.6957  -0.1842  -0.9359
H  -1.0933  -0.3405  -2.4082
H  -2.5051  -0.0475  -1.4922
H  -1.3903  -1.2483  -0.9356
H  1.3484  -1.8277  1.3912
H  0.4658  -0.8267  2.5845
H  -0.2667  -1.9761  1.2042
H  -1.1513  1.7170  -0.7876
H  -1.5933  0.6108  0.4052
H  2.5064  1.6238  1.1993
H  1.1709  2.6239  0.1311
H  1.2543  -1.3363  -1.4226

Löwdin atomic charge list, values in e, 6 entries: number 1, C, carries -0.145; number 2, C, carries 0.031; number 3, C, carries -0.407; number 4, C, carries -1.004; number 5, P, carries 0.769; number 6, S, carries 0.689

---

Entry 8:
Entry from the Open Molecules 2025 dataset: 2 unconnected molecules or ions with the total composition C4H11PS2 in a non-equilibrium geometry (the ωB97M-V functional and the def2-TZVPD basis).

The calculated total energy is -1296.664384 Ha. As for the HOMO energy (spin up / spin down): -0.2929 / -0.2928 Ha. For the energy above the lowest of the compared OMol25 structures with the same formula, charge and spin, the calculation gives 47.5 kcal per mole.

Atoms and positions in Å:
C  0.5408  -1.9877  -0.7984
C  -1.6539  -0.4607  1.6464
C  2.0470  2.7637  0.0319
C  -0.7718  -1.2732  -1.0683
P  -1.0170  0.1963  0.0451
S  -2.2765  1.4825  -0.7171
S  2.2907  0.9945  0.2156
H  0.5877  -2.3516  0.2258
H  0.6553  -2.8330  -1.4726
H  1.3726  -1.3030  -0.9462
H  -2.5455  -1.0578  1.4481
H  -0.8990  -1.0637  2.1426
H  -1.9213  0.3858  2.2770
H  1.5625  3.1574  0.9222
H  1.4325  2.9539  -0.8445
H  3.0249  3.2232  -0.0938
H  -1.6307  -1.9372  -0.9221
H  -0.7985  -0.8894  -2.0918

Löwdin atomic charge list, values in e, 6 entries: number 1, C, carries -0.190; number 2, C, carries -0.286; number 3, C, carries -0.608; number 4, C, carries -0.435; number 5, P, carries 0.412; number 6, S, carries 0.203

---

Which value of calculated total energy does entry 8 give?
-1296.664384 Ha

---

Which value of calculated total energy does entry 4 give?
-632.354128 Ha

---

Among the records above, which one has the lowest calculated total energy?
C4H11O3Tm

---

Which of these has the lowest calculated total energy?
C4H11O3Tm